Record 1
Molecular formula: C17H23N6O2Pb
Method: DFT, the ωB97M-V functional and the def2-TZVPD basis

Output
- total charge = +3
- E (Eh) = -1332.37986
- multiplicity = 1
- F_max (eV Å⁻¹) = 2.4

Geometry (Å):
Pb -0.53785 -0.82222 0.24451
C 1.81898 -2.01886 2.26144
C 1.61365 -0.57680 2.67414
N 1.30228 0.28925 1.50762
C 2.44276 0.59324 0.62589
C 2.56389 -0.35300 -0.55340
C 3.75068 -0.46129 -1.24336
C 3.84283 -1.37568 -2.28139
C 2.75740 -2.18725 -2.57903
C 1.58698 -2.02110 -1.87213
C 0.36946 -2.86537 -2.18547
N -0.57385 -2.99013 -1.05570
C -0.30430 -4.10475 -0.11300
C 0.84629 -3.80491 0.82170
N 0.59036 -2.59741 1.65671
N 1.48933 -1.08658 -0.90357
H 2.12631 -2.58038 3.14388
H 2.62460 -2.09126 1.53055
H 2.51177 -0.22935 3.18818
H 0.77868 -0.50777 3.37430
H 0.91157 1.15705 1.85467
H 3.37868 0.56504 1.18721
H 2.33603 1.60888 0.24470
H 4.59989 0.15425 -0.97161
H 4.76507 -1.47212 -2.84123
H 2.81792 -2.93400 -3.36106
H 0.69863 -3.84464 -2.53586
H -0.15904 -2.39089 -3.01483
H -1.50281 -3.12124 -1.44162
H -0.07221 -5.02417 -0.65560
H -1.21306 -4.28299 0.46494
H 1.76546 -3.64399 0.25911
H 0.99971 -4.68380 1.44910
H -0.08071 -2.82605 2.38593
O -1.90707 0.81757 -1.55265
N -2.63258 1.68440 -1.39737
N -2.26444 2.56188 -0.18774
O -1.43542 2.19835 0.58954
C -3.05142 3.65774 -0.02075
C -4.06212 3.98820 -1.01187
C -4.70145 5.18160 -0.91006
C -4.44068 6.01363 0.19854
C -3.46365 5.66951 1.19017
C -2.78834 4.50571 1.10242
H -4.32208 3.28336 -1.78444
H -5.45541 5.46180 -1.63303
H -5.02953 6.91476 0.32991
H -3.25405 6.36114 1.99404
H -2.03714 4.23064 1.82755

Forces on atoms 1 to 2 (eV/Å):
0.415 -0.998 0.770
-0.179 -0.130 0.080

natural (NBO) population analysis, charges in e, atoms 1 to 6: 1.35 -0.25 -0.24 -0.67 -0.28 0.22

Record 2
Molecular formula: C17H23NO3S
Method: DFT, the ωB97M-V functional and the def2-TZVPD basis

Output
- total charge = 0
- E (Eh) = -1340.23550
- multiplicity = 1
- SMILES = CCCCC(=O)N(c1ccc(C)c(C)c1)[C@@H]1C=CS(=O)(=O)C1
- F_max (eV Å⁻¹) = 1.0

Geometry (Å):
C -3.67566 2.73656 -1.49663
C -3.38809 1.24117 -1.52620
C -1.89325 0.97251 -1.68153
C -1.54413 -0.51015 -1.46753
C -1.65356 -0.80162 0.00854
O -2.71945 -1.06419 0.53872
N -0.51454 -0.70353 0.73443
C 0.78224 -0.64108 0.14462
C 1.33943 0.56984 -0.24329
C 2.60451 0.58198 -0.80173
C 3.33293 -0.58724 -0.97712
C 4.70041 -0.54164 -1.58441
C 2.77260 -1.80581 -0.57918
C 3.52761 -3.08705 -0.75320
C 1.50307 -1.81637 -0.02066
C -0.55660 -0.76674 2.20181
C -1.97388 -0.57908 2.70742
C -2.33425 0.66638 2.96733
S -0.95957 1.75713 2.64687
O -0.77953 2.71219 3.70502
O -0.96873 2.27620 1.30385
C 0.24690 0.38839 2.78346
H -4.74080 2.92050 -1.37699
H -3.14705 3.19796 -0.66558
H -3.34641 3.20964 -2.42002
H -3.73536 0.78870 -0.59632
H -3.93377 0.77325 -2.34989
H -1.35735 1.57871 -0.94956
H -1.56574 1.27266 -2.67952
H -2.26730 -1.13319 -1.99637
H -0.54230 -0.72355 -1.83819
H 0.78277 1.48322 -0.10295
H 3.03622 1.52395 -1.10670
H 4.97841 0.47941 -1.83096
H 4.73594 -1.14022 -2.49405
H 5.44044 -0.94626 -0.89472
H 3.76563 -3.25118 -1.80346
H 2.94452 -3.93106 -0.39480
H 4.46768 -3.05554 -0.20353
H 1.05762 -2.75363 0.28181
H -0.15473 -1.73861 2.52406
H -2.59449 -1.44243 2.87619
H -3.27555 1.02904 3.32224
H 0.44099 0.25256 3.84277
H 1.16218 0.60819 2.24597

Forces on atoms 1 to 2 (eV/Å):
-0.038 -0.232 -0.039
0.138 0.239 0.057

natural (NBO) population analysis, charges in e, atoms 1 to 6: -0.60 -0.40 -0.39 -0.49 0.72 -0.62

Record 3
Molecular formula: C17H23NO6Yb
Method: DFT, the ωB97M-V functional and the def2-TZVPD basis

Output
- total charge = -1
- E (Eh) = -2326.60556
- multiplicity = 2
- F_max (eV Å⁻¹) = 2.8

Geometry (Å):
Yb -1.71511 -0.75500 -0.28785
O -0.78217 3.02155 -0.22642
C -1.11401 1.64297 0.05623
O -1.83139 1.11051 -1.00420
C -2.07176 1.74412 1.28611
O -2.40200 0.41850 1.71731
C -3.72195 0.16357 2.17937
C -4.30452 -1.08815 1.46223
O -5.19626 -1.70189 2.03329
O -3.79874 -1.32039 0.31390
H -1.33245 3.22886 -0.99179
H -2.96942 2.26574 0.94080
H -1.60827 2.31511 2.09507
H -4.38875 1.00008 1.95403
H -3.71800 0.00262 3.25726
N -0.90494 -3.23366 -3.70995
C -1.55155 -2.76079 -2.61665
O -1.90555 -1.57452 -2.58537
C -1.76574 -3.69417 -1.47318
C -0.95382 -3.12206 -0.26504
H -0.57228 -2.55766 -4.37781
H -0.45423 -4.12936 -3.68382
H -1.49139 -4.71846 -1.75715
H -2.82778 -3.67017 -1.21620
H 0.09518 -3.40978 -0.42837
H -1.26612 -3.70791 0.60926
C 1.31054 1.56439 -1.70842
C 1.37883 0.74996 -0.40904
C 1.73554 -0.68745 -0.86421
C 0.04489 0.70268 0.42388
C 2.49689 1.24552 0.49968
C 3.19508 2.43052 0.28550
C 4.19700 2.85060 1.15332
C 4.53327 2.09398 2.26273
C 3.84512 0.90889 2.49723
C 2.84819 0.49770 1.63126
H 0.45337 1.22641 -2.29155
H 2.22638 1.41360 -2.29055
H 1.18136 2.62487 -1.52049
H 0.96646 -1.04145 -1.55781
H 1.76838 -1.37652 -0.02271
H 2.70228 -0.71185 -1.38123
H 0.28562 0.89621 1.47039
H 2.95592 3.05112 -0.56826
H 4.71752 3.78189 0.96004
H 5.32038 2.41535 2.93423
H 4.08493 0.30694 3.36641
H 2.30506 -0.41303 1.84853

Forces on atoms 1 to 2 (eV/Å):
-0.548 -2.732 0.473
0.022 0.036 -0.079

natural (NBO) population analysis, charges in e, atoms 1 to 6: 1.99 -0.77 0.47 -0.94 -0.09 -0.58

Record 4
Molecular formula: C17H24AsN3ORhS4
Method: DFT, the ωB97M-V functional and the def2-TZVPD basis

Output
- total charge = +1
- E (Eh) = -4840.49848
- multiplicity = 1
- F_max (eV Å⁻¹) = 0.9

Geometry (Å):
Rh 0.36823 -2.06779 0.59934
C -1.37932 -1.31453 5.16453
N -1.53506 -0.31887 4.10936
C -0.84706 -0.32542 2.97006
S 0.34186 -1.58564 2.76074
N -1.01604 0.62730 2.08071
C -2.05372 1.63953 2.15420
H -2.02186 -1.03839 5.99504
H -0.34982 -1.34882 5.51777
H -1.66743 -2.30107 4.80327
H -2.18223 0.43661 4.26905
H -0.48540 0.54418 1.21097
H -1.95551 2.24121 3.05988
H -3.04824 1.18889 2.11501
H -1.94000 2.30128 1.30020
C 4.17302 5.14391 -3.98336
C 2.98626 6.03335 -4.20429
O 2.80300 6.70661 -5.17271
S 1.82969 6.24623 -2.80764
C 1.62048 4.61009 -2.17357
C 1.28933 3.55368 -3.02224
C 1.07543 2.29034 -2.50929
C 1.16149 2.06199 -1.13165
C 1.47689 3.12987 -0.28448
C 1.70856 4.39055 -0.80173
C 0.92431 0.76079 -0.59991
C 0.72730 -0.35792 -0.17759
H 4.70113 5.03308 -4.92799
H 3.90039 4.17009 -3.58267
H 4.82476 5.62612 -3.25292
H 1.18584 3.73057 -4.08483
H 0.82326 1.47101 -3.16885
H 1.55952 2.95836 0.78114
H 1.97123 5.20926 -0.14554
S 4.68439 -2.14622 1.35890
C 3.20474 -2.62399 1.08558
N 2.09531 -3.03363 0.88529
C -1.53659 -4.87445 -2.08762
As -2.10104 -4.03466 -0.44107
C -4.00170 -4.32644 -0.23501
C -1.18948 -4.94047 1.01732
S -1.71602 -1.92234 -0.52626
H -1.79623 -5.93198 -2.07646
H -0.45819 -4.75747 -2.18143
H -2.02992 -4.37823 -2.92086
H -4.20420 -5.39503 -0.18171
H -4.51823 -3.89452 -1.08992
H -4.33890 -3.83652 0.67576
H -1.47002 -5.99322 0.99811
H -1.48640 -4.49805 1.96670
H -0.10785 -4.85924 0.89268

Forces on atoms 1 to 2 (eV/Å):
0.165 -0.490 -0.785
0.003 -0.057 0.030

natural (NBO) population analysis, charges in e, atoms 1 to 6: 0.65 -0.42 -0.56 0.36 0.08 -0.57

Question: Look up the F_max of the first one.
Answer: 2.4 eV Å⁻¹

Question: Which of these has the lowest F_max?
Answer: C17H24AsN3ORhS4